C40H39ClCrFN5OS | the ωB97M-V functional and the def2-TZVPD basis

Geometry as XYZ:
```
89
Properties=species:S:1:pos:R:3:nbo_charge:R:1
Cr -0.406 -0.201 -0.018 1.30
Cl -4.977 4.639 0.260 -0.08
C -3.857 3.269 0.624 0.01
C -4.575 1.576 1.852 -0.22
C -3.609 0.398 1.627 -0.25
C -2.081 1.079 0.188 -0.34
O -1.610 -1.386 0.843 -0.66
C -1.725 2.452 -0.311 -0.01
C -0.569 2.492 -1.121 -0.03
N 0.036 1.293 -1.326 -0.62
C 0.876 1.007 -2.347 0.15
C 1.448 1.867 -3.283 -0.29
C 2.306 1.354 -4.269 -0.16
C 2.608 0.015 -4.368 -0.28
C 2.015 -0.900 -3.465 -0.09
C 2.220 -2.294 -3.475 -0.11
C 1.573 -3.091 -2.565 -0.27
C 0.702 -2.512 -1.640 0.06
N 0.488 -1.208 -1.601 -0.52
C 1.143 -0.400 -2.477 0.22
C -2.558 3.505 -0.065 -0.27
H -5.496 1.350 2.384 0.22
H -3.883 -0.569 2.049 0.23
H -0.260 3.391 -1.650 0.18
H 1.241 2.928 -3.247 0.21
H 2.747 2.042 -4.980 0.21
H 3.289 -0.347 -5.128 0.21
H 2.892 -2.728 -4.208 0.22
H 1.720 -4.163 -2.558 0.22
H 0.157 -3.111 -0.918 0.21
H -2.332 4.504 -0.424 0.21
C -0.276 2.204 4.757 -0.59
C -0.295 2.015 3.236 -0.30
C 0.440 3.185 2.563 -0.60
C -1.709 1.892 2.667 0.13
C -2.588 2.873 2.870 -0.22
C -3.905 2.933 2.184 -0.27
C -4.536 1.903 0.337 -0.23
C -3.583 0.688 0.081 0.02
C -4.090 -0.266 -1.024 -0.21
C -4.513 -1.637 -0.493 -0.60
C -3.090 -0.415 -2.170 -0.58
C -2.110 0.784 1.729 0.11
N -1.226 -0.419 1.795 -0.26
C -0.985 -1.082 3.047 0.15
C -1.748 -0.806 4.172 -0.24
C -1.603 -1.561 5.332 -0.22
C -0.715 -2.619 5.368 -0.21
C 0.054 -2.915 4.248 -0.27
C -0.079 -2.145 3.117 0.39
F 0.692 -2.437 2.067 -0.31
H 0.757 2.187 5.121 0.20
H -0.826 1.415 5.270 0.21
H -0.714 3.166 5.037 0.20
H 0.253 1.101 3.009 0.21
H -0.141 4.104 2.664 0.21
H 0.592 2.996 1.498 0.23
H 1.416 3.347 3.039 0.18
H -2.314 3.719 3.497 0.20
H -4.579 3.618 2.690 0.23
H -5.427 1.952 -0.286 0.23
H -4.987 0.198 -1.447 0.19
H -3.669 -2.137 -0.018 0.23
H -4.875 -2.262 -1.314 0.20
H -5.321 -1.546 0.239 0.20
H -2.226 -1.002 -1.854 0.19
H -2.730 0.558 -2.519 0.21
H -3.557 -0.931 -3.014 0.20
H -2.472 -0.002 4.132 0.24
H -2.218 -1.332 6.194 0.22
H -0.616 -3.220 6.264 0.22
H 0.757 -3.740 4.245 0.23
C 4.888 3.274 3.686 -0.66
C 4.110 2.004 3.598 0.31
C 3.916 1.130 4.624 -0.36
C 3.160 -0.033 4.371 0.35
N 2.584 -0.270 3.212 -0.50
C 2.760 0.597 2.195 0.29
S 2.077 0.520 0.661 -0.17
N 3.564 1.696 2.414 -0.53
C 2.972 -1.048 5.450 -0.66
H 5.130 3.500 4.721 0.24
H 4.314 4.102 3.266 0.24
H 5.818 3.188 3.121 0.24
H 4.331 1.324 5.602 0.23
H 3.668 2.316 1.621 0.44
H 3.792 -1.011 6.167 0.22
H 2.904 -2.042 5.012 0.25
H 2.037 -0.851 5.979 0.25
```

The spin multiplicity is 5. Its LUMO energy (alpha / beta) is -0.01376 / -0.01347 Ha. The orbital gap (alpha / beta) is 4.78 / 6.79 eV. The value obtained for the maximum force is 0.022 Eh/bohr. Its expectation value of S² is 6.157.